# 1
Below is a cluster of 7 separate species, H14O7 in total, with properties calculated with ωB97M-V/def2-TZVPD.

## Properties
Multiplicity: 2
LUMO level (alpha / beta) (hartree): 0.11316 / 0.11123
HOMO (alpha / beta) (eV): 0.54 / -7.92
Charge: -1
Relative energy (zero: lowest compared OMol25 entry of this formula, charge and spin) (kJ/mol): 52.19

Atoms and positions in Å:
O (-2.3458, 0.2477, -1.8633)
H (-1.5489, -0.0176, -1.4042)
H (-2.1368, 0.1361, -2.7908)
O (1.2445, 0.0351, -2.9636)
H (1.7792, -0.2959, -2.2420)
H (0.5581, -0.6226, -3.0751)
O (-1.7593, 1.3316, 1.7291)
H (-1.9898, 0.4554, 2.0378)
H (-2.5244, 1.8681, 1.9366)
O (0.5463, 0.0370, 0.8706)
H (0.0422, 0.8479, 0.8039)
H (1.0362, -0.0092, 0.0496)
O (-0.6232, 4.1424, 1.5681)
H (-1.1022, 3.7826, 2.3146)
H (-0.7110, 3.4785, 0.8841)
O (2.4195, -1.7288, -0.7833)
H (1.9073, -2.4307, -0.3817)
H (3.2284, -2.1545, -1.0675)
O (1.0029, -3.1895, 1.3546)
H (0.2089, -3.6511, 1.6242)
H (0.7680, -2.2625, 1.3983)

***

# 2
Below is a structure of composition C45H102N7NiO16 in a non-equilibrium geometry, with properties calculated with ωB97M-V/def2-TZVPD.

## Properties
Multiplicity: 3
LUMO level (alpha / beta) (hartree): -0.07704 / -0.11907
HOMO (alpha / beta) (eV): -10.79 / -9.85
Charge: +1

Atoms and positions in Å:
Ni (-2.4778, 4.7172, 0.9506)
C (0.8048, 1.9175, 2.6736)
C (0.0329, 1.1645, 1.5965)
C (0.4254, -0.3895, 1.6936)
C (-0.4036, -1.3667, 0.9002)
C (-1.9123, -1.1226, 1.2303)
C (-2.4755, 0.3627, 1.0129)
N (-1.4491, 1.3140, 1.7690)
O (-1.8545, 2.7181, 1.8596)
C (-3.8248, 0.4448, 1.7825)
C (-2.7151, 0.6741, -0.5393)
C (0.5029, 1.4949, 0.1688)
H (0.9440, 2.9956, 2.5999)
H (1.7636, 1.4301, 2.8555)
H (0.3582, 1.7484, 3.6552)
H (0.4683, -0.6487, 2.7537)
H (1.4687, -0.4975, 1.3953)
H (-0.1615, -2.4066, 1.1183)
H (-0.0748, -1.1538, -0.1182)
H (-1.9951, -1.3294, 2.2978)
H (-2.4743, -1.8441, 0.6368)
H (-3.6407, 0.0790, 2.7937)
H (-4.5235, -0.3099, 1.4188)
H (-4.3109, 1.4173, 1.8379)
H (-2.0254, 0.1350, -1.1884)
H (-2.6313, 1.7287, -0.8086)
H (-3.7411, 0.5368, -0.8822)
H (0.7061, 2.5660, 0.1174)
H (-0.1611, 1.2024, -0.6424)
H (1.5279, 1.1770, -0.0287)
C (4.2011, -3.0487, -7.0038)
O (3.6352, -3.7371, -5.8727)
C (4.0211, -3.1607, -4.6011)
C (2.9252, -3.3520, -3.5964)
O (1.8084, -2.5873, -3.9521)
C (0.7413, -2.5097, -2.9761)
C (-0.0530, -3.8184, -2.7622)
O (-0.5071, -4.4647, -3.9577)
C (-1.7566, -4.0655, -4.4897)
H (5.2794, -3.0250, -6.8379)
H (3.7493, -2.0664, -7.1439)
H (4.0791, -3.6097, -7.9300)
H (4.1245, -2.0745, -4.6531)
H (4.9885, -3.5810, -4.3234)
H (3.3041, -3.1413, -2.5947)
H (2.4983, -4.3456, -3.7511)
H (0.1276, -1.6784, -3.3262)
H (1.0848, -2.1052, -2.0212)
H (-0.7327, -3.8340, -1.9060)
H (0.6150, -4.4817, -2.2071)
H (-1.7573, -4.4834, -5.4967)
H (-1.7818, -2.9766, -4.5436)
H (-2.6155, -4.5440, -4.0162)
C (4.5269, 1.3023, 1.6466)
O (5.2849, 1.2138, 0.4596)
C (5.7837, -0.0700, 0.1442)
C (7.0227, -0.4195, 0.9713)
O (8.1362, -0.9816, 0.2954)
C (8.8152, 0.0039, -0.5430)
C (10.3177, -0.3989, -0.8986)
O (10.7189, 0.4402, -1.9641)
C (11.6912, -0.0541, -2.8530)
H (4.1206, 2.2908, 1.8565)
H (5.0847, 0.8784, 2.4831)
H (3.6298, 0.6823, 1.5650)
H (6.0113, -0.0277, -0.9208)
H (4.9610, -0.7745, 0.2799)
H (6.7219, -1.0899, 1.7782)
H (7.4612, 0.3808, 1.5715)
H (8.9793, 0.8995, 0.0576)
H (8.2061, 0.1435, -1.4351)
H (10.3665, -1.4893, -0.9092)
H (11.0168, -0.1047, -0.1134)
H (11.3154, -0.9297, -3.3836)
H (12.5776, -0.2865, -2.2587)
H (12.0426, 0.6981, -3.5583)
C (1.8864, -7.7795, 0.1458)
O (0.6187, -7.9044, -0.6190)
C (-0.4619, -8.4429, 0.1364)
C (-0.9948, -7.6034, 1.2930)
O (-1.7510, -6.5705, 0.7471)
C (-2.4618, -5.8775, 1.7435)
C (-3.4596, -4.9103, 1.0356)
O (-4.5880, -5.5309, 0.5172)
C (-4.4281, -6.2654, -0.6604)
H (2.2642, -8.7788, -0.0653)
H (1.7429, -7.4517, 1.1745)
H (2.2766, -6.9537, -0.4475)
H (-0.1686, -9.4630, 0.3943)
H (-1.3521, -8.6000, -0.4742)
H (-0.2886, -7.0995, 1.9557)
H (-1.6313, -8.3246, 1.8114)
H (-1.7909, -5.3980, 2.4595)
H (-3.0658, -6.5861, 2.3148)
H (-3.0162, -4.4189, 0.1662)
H (-3.7763, -4.1926, 1.7931)
H (-3.6694, -7.0484, -0.6573)
H (-4.2174, -5.5968, -1.4985)
H (-5.3208, -6.8010, -0.9845)
C (-8.3897, -2.0829, -0.8257)
O (-9.0610, -1.9954, -1.8540)
N (-7.3579, -2.9347, -0.5955)
C (-6.7747, -3.0592, 0.7530)
C (-6.8455, -3.8626, -1.5770)
H (-8.5943, -1.4195, 0.0292)
H (-7.0537, -4.0382, 1.1424)
H (-7.1681, -2.3083, 1.4383)
H (-5.6926, -2.9314, 0.7225)
H (-5.9887, -3.4657, -2.1212)
H (-6.8539, -4.8667, -1.1554)
H (-7.6125, -3.9105, -2.3522)
C (3.1222, 3.8766, -2.2010)
O (3.3036, 3.8927, -3.3651)
N (3.2759, 4.9178, -1.3215)
C (2.9625, 4.5931, 0.0269)
C (4.1094, 6.0917, -1.6460)
H (2.6259, 3.0059, -1.7397)
H (3.8002, 4.1967, 0.6058)
H (2.3395, 3.7008, 0.0747)
H (2.5225, 5.4866, 0.4692)
H (4.0062, 6.8058, -0.8290)
H (5.1506, 5.8270, -1.8307)
H (3.8090, 6.6929, -2.5047)
C (-0.9898, 2.5741, 6.0301)
O (-0.0209, 2.2751, 6.7294)
N (-2.2601, 2.1445, 6.4072)
C (-3.4481, 2.4117, 5.5264)
C (-2.5637, 1.3828, 7.5809)
H (-0.9843, 2.9974, 5.0151)
H (-3.7236, 1.3862, 5.2718)
H (-3.2228, 2.9221, 4.5912)
H (-4.2891, 2.8012, 6.0992)
H (-1.7341, 1.2985, 8.2817)
H (-3.5410, 1.6649, 7.9686)
H (-2.5567, 0.3570, 7.2031)
C (-0.8389, 5.4162, 3.3274)
O (-0.8497, 5.5076, 2.0880)
N (-0.1328, 6.2422, 4.1585)
C (-0.0783, 5.8163, 5.5957)
C (0.7082, 7.4307, 3.9579)
H (-1.4282, 4.6971, 3.9133)
H (0.1363, 4.7470, 5.6178)
H (-1.0567, 5.7635, 6.0744)
H (0.7361, 6.3227, 6.1084)
H (0.3873, 8.2561, 4.5951)
H (1.7688, 7.2676, 4.1437)
H (0.4319, 7.8788, 3.0030)
C (-1.1236, 4.1071, -2.0344)
O (-1.2082, 4.2822, -0.8118)
N (-0.7576, 5.1737, -2.7231)
C (-0.1066, 6.4420, -2.2761)
C (-0.8323, 5.1934, -4.1789)
H (-1.1507, 3.1643, -2.5997)
H (-0.1824, 6.5982, -1.2014)
H (-0.5985, 7.3009, -2.7322)
H (0.8807, 6.2733, -2.7051)
H (-1.7067, 5.7913, -4.4355)
H (0.0785, 5.5578, -4.6544)
H (-0.9179, 4.1946, -4.6084)
C (-4.9434, 3.2164, -0.1677)
O (-4.0314, 3.9485, -0.4415)
N (-5.5728, 2.4829, -1.1070)
C (-5.3756, 2.5867, -2.5263)
C (-6.5172, 1.3460, -0.7994)
H (-5.2983, 3.0169, 0.8542)
H (-4.8678, 3.5264, -2.7430)
H (-6.2119, 2.5404, -3.2250)
H (-4.7982, 1.7662, -2.9581)
H (-7.5447, 1.5076, -1.1202)
H (-6.0427, 0.4365, -1.1714)
H (-6.5236, 0.9995, 0.2355)

***

# 3
Below is a cluster of 2 separate species, C7H10F9NO4S in total in a non-equilibrium geometry, with properties calculated with ωB97M-V/def2-TZVPD.

## Properties
LUMO level (hartree): -0.05900
HOMO (eV): -11.35
Charge: 0
Relative energy (zero: lowest compared OMol25 entry of this formula, charge and spin) (kJ/mol): 519.88
SMILES: O=S(=O)(F)NCCOCC(F)(F)C(F)(F)C(F)(F)C(F)F.O

Atoms and positions in Å:
O (5.7219, -1.4678, -0.9365)
S (4.3045, -1.0342, -0.4103)
O (3.6728, -2.3380, 0.2044)
F (3.3534, -0.4020, -1.7074)
N (4.4682, 0.1527, 0.8702)
C (3.1027, 0.4803, 1.5021)
C (2.3851, 1.8022, 0.8274)
O (0.9140, 1.7976, 0.9264)
C (0.3095, 0.7037, 0.1436)
C (-0.9835, 1.1775, -0.7716)
F (-1.1147, 0.2075, -1.8802)
F (-0.5726, 2.4987, -1.3796)
C (-2.3484, 1.4736, 0.0770)
F (-2.7854, 2.8669, -0.1804)
F (-2.0038, 1.3819, 1.5444)
C (-3.6026, 0.4639, -0.2144)
F (-4.0337, 0.4013, -1.6438)
F (-4.7845, 1.0531, 0.5209)
C (-3.4144, -1.0512, 0.4665)
F (-4.7509, -1.7357, 0.3078)
F (-2.3058, -1.8297, -0.1303)
H (4.9759, -0.3639, 1.6488)
H (3.3271, 0.7751, 2.6362)
H (2.4098, -0.4697, 1.5575)
H (2.7689, 2.7427, 1.4458)
H (2.7966, 1.9134, -0.2697)
H (1.0684, 0.1682, -0.5961)
H (-0.0227, -0.1331, 0.9129)
H (-3.3025, -0.8659, 1.6351)
O (-3.1872, -3.8286, -2.5091)
H (-2.5826, -3.1079, -2.7413)
H (-3.7837, -3.4326, -1.8562)

***

# 4
Below is a cluster of 2 separate species, C4H4F2N3 in total in a non-equilibrium geometry, with properties calculated with ωB97M-V/def2-TZVPD.

## Properties
LUMO level (hartree): 0.11515
HOMO (eV): -3.67
Charge: -1

Atoms and positions in Å:
C (0.8762, -0.8174, 0.8187)
H (-0.6406, -1.3915, -0.6509)
F (1.1880, -2.1690, 0.7171)
C (-0.3000, -0.4678, -0.1092)
H (0.5487, -0.5365, 1.8552)
C (2.0753, -0.0553, 0.4513)
N (3.0479, 0.5159, 0.2051)
C (-1.4656, -0.0557, 0.7133)
N (-2.4480, 0.0853, 1.3059)
N (0.1633, 0.5196, -1.0457)
H (-0.4163, 1.3909, -0.8886)
H (0.0807, 0.1979, -2.0026)
F (-2.7097, 2.7836, -1.3698)

***

# 5
Below is a cluster of 3 separate species, C3H7O2P in total in a non-equilibrium geometry, with properties calculated with ωB97M-V/def2-TZVPD.

## Properties
LUMO level (hartree): -0.03447
HOMO (eV): -9.37
Charge: 0
Relative energy (zero: lowest compared OMol25 entry of this formula, charge and spin) (kJ/mol): 261.05

Atoms and positions in Å:
C (0.4173, 1.7233, -0.1675)
C (0.1603, 0.4114, -0.8424)
C (-1.2681, -0.0946, -0.9183)
O (1.4045, 2.4009, -0.1702)
O (2.4190, -0.1576, 0.3819)
P (1.2044, -0.8334, 0.0513)
H (-0.3411, 2.0518, 0.5661)
H (0.5539, -2.7731, 3.2042)
H (0.5243, 0.4753, -1.9447)
H (-1.9886, 0.0455, -0.0643)
H (-1.2681, -1.1924, -1.0878)
H (-1.7235, 0.3278, -1.8352)
H (-0.0942, -2.3850, 2.8268)

***

# 6
Below is an isolated molecule of C16H26N2OS, with properties calculated with ωB97M-V/def2-TZVPD.

## Properties
LUMO level (hartree): 0.02072
HOMO (eV): -8.17
Charge: 0
Relative energy (zero: lowest compared OMol25 entry of this formula, charge and spin) (kJ/mol): 14.44
SMILES: CCCCSCCCNC(=O)Nc1ccc(CC)cc1

Atoms and positions in Å:
C (-0.4090, -3.2356, 0.8064)
C (-0.1717, -1.8303, 0.2667)
C (1.1672, -1.6808, -0.4590)
C (2.3476, -1.6687, 0.5000)
H (2.3646, -2.5686, 1.1130)
H (2.3202, -0.7954, 1.1538)
S (3.9612, -1.6814, -0.3542)
C (4.0491, 0.0396, -0.9474)
C (4.5624, 1.0105, 0.1163)
H (4.3903, 0.5929, 1.1125)
H (5.6389, 1.1455, 0.0058)
C (3.8641, 2.3742, 0.0262)
N (2.5483, 2.3602, 0.6276)
C (1.4245, 2.0619, -0.0945)
O (1.4390, 1.9363, -1.3011)
N (0.3046, 1.9479, 0.6939)
C (-0.9855, 1.5584, 0.3193)
C (-1.3579, 1.3278, -1.0004)
C (-2.6418, 0.9050, -1.2874)
C (-3.5833, 0.7081, -0.2858)
C (-3.2062, 0.9559, 1.0276)
C (-1.9269, 1.3770, 1.3300)
H (-1.6510, 1.5633, 2.3598)
H (-3.9217, 0.8165, 1.8255)
C (-4.9539, 0.1855, -0.6072)
C (-4.9544, -1.3447, -0.6012)
H (-5.9465, -1.7277, -0.8294)
H (-4.2556, -1.7255, -1.3426)
H (-4.6532, -1.7186, 0.3749)
H (-5.6726, 0.5486, 0.1304)
H (-5.2651, 0.5413, -1.5913)
H (-2.9163, 0.7246, -2.3168)
H (-0.6409, 1.4751, -1.7898)
H (0.4176, 2.1075, 1.6850)
H (2.5210, 2.2940, 1.6327)
H (3.7363, 2.6608, -1.0194)
H (4.4598, 3.1364, 0.5356)
H (4.7123, 0.0157, -1.8101)
H (3.0541, 0.3149, -1.2878)
H (1.2936, -2.5032, -1.1659)
H (1.1523, -0.7500, -1.0297)
H (-0.9727, -1.5786, -0.4312)
H (-0.2229, -1.1105, 1.0872)
H (0.3296, -3.5006, 1.5589)
H (-1.3946, -3.3002, 1.2619)
H (-0.3549, -3.9651, 0.0016)

***

# 7
Below is a structure of composition C10H12N5O8P2RuS, with properties calculated with ωB97M-V/def2-TZVPD.

## Properties
LUMO level (hartree): 0.09483
HOMO (eV): -3.87
Charge: -1
Relative energy (zero: lowest compared OMol25 entry of this formula, charge and spin) (kJ/mol): 17.12

Atoms and positions in Å:
Ru (-0.0205, 0.2082, 0.1298)
N (2.9439, -0.8663, 2.5790)
C (2.4705, 0.5714, 2.4571)
C (3.1828, 1.4499, 3.4667)
P (3.0005, 0.9243, 0.7037)
O (2.6604, 2.4676, 0.4979)
O (4.4641, 0.6820, 0.7267)
O (2.1058, 0.0274, -0.1188)
P (0.6459, 0.5840, 2.5586)
O (0.3171, 0.9021, 4.1053)
O (0.1197, 1.7494, 1.7389)
O (0.1919, -0.8016, 2.1942)
H (3.8479, -0.9332, 2.0900)
H (2.2699, -1.4943, 2.1036)
H (3.0403, -1.1626, 3.5474)
H (4.2557, 1.4654, 3.2682)
H (2.9938, 1.1212, 4.4916)
H (2.8104, 2.4690, 3.3642)
H (1.7136, 2.5710, 0.2942)
H (-0.1295, 1.7526, 4.1787)
O (-2.0478, 0.3905, 0.3008)
N (-2.6051, 1.3486, -0.4339)
C (-3.9183, 1.5847, -0.2060)
C (-4.6059, 2.5218, -0.9190)
C (-3.9237, 3.2454, -1.9113)
C (-2.5996, 2.9922, -2.1330)
C (-1.8990, 2.0222, -1.3832)
S (-0.2542, 1.6245, -1.5980)
H (-4.3375, 0.9659, 0.5723)
H (-5.6524, 2.6841, -0.7076)
H (-4.4403, 3.9965, -2.4944)
H (-2.0375, 3.5241, -2.8880)
O (0.0185, -1.6278, -0.8709)
N (-0.8463, -2.3917, -0.3030)
C (-0.3334, -3.3659, 0.4206)
C (-1.2150, -4.3227, 1.0109)
N (-1.8997, -5.1190, 1.4828)
C (1.0581, -3.4253, 0.7557)
N (2.1526, -3.4413, 1.1161)